ORCA calculation (ωB97M-V/def2-TZVPD) on a 2-piece molecular cluster, C2H4N3OP overall at a distorted geometry.

Geometry as XYZ:
```
11
Properties=species:S:1:pos:R:3:forces:R:3
C 0.29769 2.88248 -1.16094 -0.819 1.644 -0.062
C 1.30719 -2.14698 0.99215 -0.771 2.200 -2.791
N 0.91130 1.96337 -0.85218 -0.119 0.265 -0.269
N 1.39305 0.92076 -0.43964 1.834 0.247 0.274
N 1.01026 -1.35530 0.12608 -0.618 -1.407 0.200
O 1.78468 -2.85213 1.74978 0.964 -1.966 2.298
P -0.44433 -0.68440 -0.56780 0.335 -0.058 1.067
H 0.05361 3.57363 -1.91049 -0.395 0.367 -0.582
H 2.39223 1.12899 -0.35864 0.082 -0.692 0.429
H -1.02204 -0.39952 0.73341 -0.089 0.010 -0.744
H -1.12793 -1.89133 -0.71299 -0.404 -0.609 0.182
```
Forces are in eV/Å.

The value obtained for the orbital gap is 9.77 eV. The HOMO energy is -8.95 eV. The energy above the lowest of the compared OMol25 structures with the same formula, charge and spin is 319.4 kJ/mol.

=====

ORCA calculation (ωB97M-V/def2-TZVPD) on a 2-piece molecular cluster, C4H13N4O overall at a distorted geometry.

Geometry as XYZ:
```
22
Properties=species:S:1:pos:R:3:forces:R:3
C -0.44352 0.00833 -3.31238 -1.614 0.015 0.167
C 0.84179 -0.36392 -2.66106 1.213 0.424 -0.649
O 1.00325 -0.25703 -1.46295 -0.023 -0.290 -0.066
N 1.86176 -0.69665 -3.50334 0.230 -0.367 -0.293
H -1.23168 -0.50363 -2.74402 0.079 0.569 0.265
H -0.70533 -0.28141 -4.32372 0.888 -0.204 -0.423
H 2.74815 -1.05618 -3.19096 -0.124 0.226 0.518
H 1.77956 -0.64352 -4.49903 -0.416 -0.035 -0.130
H -0.56778 1.09629 -3.26452 -0.095 -0.247 0.289
C -0.65828 1.95158 3.18052 -0.134 0.366 -0.360
C -0.68115 -0.18148 1.96306 -1.533 -0.316 -0.897
N -0.81355 -0.76471 0.69630 -0.241 0.106 -0.603
N -0.88627 1.19611 1.97917 0.318 0.177 1.028
N -0.15622 -0.93226 3.02625 1.103 -0.397 -0.725
H -0.42632 -0.30911 -0.13293 0.397 -0.128 0.691
H -0.82572 -1.76314 0.56313 0.015 0.137 0.497
H -1.04182 1.70447 1.12905 0.170 -0.343 -0.058
H -0.04838 -0.61641 3.96158 -0.255 0.506 0.293
H -0.37670 -1.90780 2.94855 -0.109 -0.010 0.247
H 0.36970 1.88203 3.54562 0.083 -0.064 0.093
H -1.34270 1.67036 3.99333 0.030 -0.079 -0.039
H -0.84290 3.00195 2.94534 0.017 -0.047 0.156
```
Forces are in eV/Å.

Its spin multiplicity is 2. The value obtained for the orbital gap (alpha / beta) is 3.95 / 8.87 eV. The HOMO energy (alpha / beta) is -3.20 / -8.15 eV. The energy above the lowest of the compared OMol25 structures with the same formula, charge and spin is 57.9 kJ/mol. Its expectation value of S² is 0.753.

=====

ORCA calculation (ωB97M-V/def2-TZVPD) on a 2-piece molecular cluster, C3H11N4 overall at a distorted geometry.

Geometry as XYZ:
```
18
Properties=species:S:1:pos:R:3:forces:R:3
C -0.00227 1.90184 0.77431 -0.070 0.019 -0.085
C -0.91511 1.29888 -0.28103 0.153 -0.053 0.128
C -0.63577 -0.20075 -0.51597 1.283 1.789 -2.784
N -1.72557 -1.52215 1.29382 1.457 1.249 -0.851
N -1.10446 -0.89165 0.63162 -2.435 -2.841 3.531
N 2.39666 -1.58638 0.46908 -0.260 0.114 -0.111
N -1.30492 -0.73367 -1.62711 -0.040 0.050 -0.198
H -0.25375 2.95099 0.90603 0.012 0.028 0.077
H -0.11454 1.40755 1.73698 0.028 -0.003 0.156
H 1.03977 1.84246 0.46830 0.067 -0.024 0.018
H -1.96285 1.43392 -0.00326 -0.056 -0.044 -0.114
H -0.75596 1.78794 -1.24257 -0.036 -0.173 -0.027
H -1.08931 -1.67495 -1.91662 0.111 0.000 0.016
H 2.47636 -2.08976 1.34701 0.057 0.036 -0.072
H 0.45257 -0.39563 -0.54187 -0.360 -0.103 0.160
H 2.71183 -2.21607 -0.26248 0.037 0.015 0.092
H -2.27882 -0.48886 -1.73846 0.041 0.038 0.021
H 3.06616 -0.82371 0.50220 0.011 -0.098 0.043
```
Forces are in eV/Å.

The net charge is +1. The value obtained for the orbital gap is 9.03 eV. The HOMO energy is -14.18 eV. The energy above the lowest of the compared OMol25 structures with the same formula, charge and spin is 203.5 kJ/mol.